{"formula": "CH7N5S", "method": "ωB97M-V/def2-TZVPD", "gap_ev": 8.850, "energy_ev": -19433.35810, "e_above_lowest_kcal_mol": 18.7, "smiles": "NNC(=NS)NN", "largest_force_ev_per_a": 5.92, "species": ["N", "N", "C", "N", "S", "N", "N", "H", "H", "H", "H", "H", "H", "H"], "xyz": [[-1.49, 1.71, -0.24], [-0.36, 1.05, 0.22], [-0.12, -0.26, -0.13], [1.03, -0.93, -0.11], [2.31, 0.13, 0.12], [-1.22, -0.91, -0.47], [-2.23, -1.07, 0.42], [-1.93, 1.13, -1.00], [-2.13, 1.69, 0.57], [0.56, 1.56, 0.02], [3.24, -0.73, -0.33], [-1.00, -1.87, -0.77], [-3.06, -0.40, 0.21], [-2.04, -0.87, 1.44]], "lowdin_charge": [-0.005, -0.090, -0.609, -0.333, 0.709, -0.109, -0.026, 0.092, 0.081, 0.073, -0.144, 0.140, 0.110, 0.110]}


{"formula": "C4H9ClO2", "method": "ωB97M-V/def2-TZVPD", "gap_ev": 10.671, "energy_ev": -20909.53508, "e_above_lowest_kcal_mol": 38.0, "smiles": "COC(C)(Cl)OC", "largest_force_ev_per_a": 4.23, "species": ["C", "O", "C", "C", "Cl", "O", "C", "H", "H", "H", "H", "H", "H", "H", "H", "H"], "xyz": [[1.09, 0.43, 1.26], [-0.15, 1.00, 0.86], [-0.92, 0.31, -0.15], [-0.85, 1.30, -1.36], [-2.60, 0.19, 0.40], [-0.42, -0.87, -0.57], [-0.88, -2.10, 0.16], [1.17, 0.21, 2.35], [1.79, 1.28, 0.94], [1.17, -0.31, 0.40], [-1.42, 0.86, -2.17], [-1.21, 2.29, -0.97], [0.10, 1.24, -1.70], [-0.84, -1.90, 1.22], [-0.18, -2.92, -0.10], [-1.93, -2.30, -0.23]], "lowdin_charge": [-0.081, -0.209, -0.972, -0.026, 0.732, -0.198, -0.052, 0.096, 0.106, 0.106, 0.080, 0.111, 0.042, 0.075, 0.102, 0.088]}


{"formula": "C5H12N3S", "method": "ωB97M-V/def2-TZVPD", "gap_ev": [8.363, 8.365], "energy_ev": -20675.11610, "charge": 1, "e_above_lowest_kcal_mol": 86.2, "largest_force_ev_per_a": 4.63, "species": ["C", "C", "C", "C", "C", "N", "N", "N", "S", "H", "H", "H", "H", "H", "H", "H", "H", "H", "H", "H", "H"], "xyz": [[2.23, 0.54, -0.19], [1.65, -2.02, 0.42], [-2.84, 0.31, -0.73], [-1.85, 0.69, 0.47], [-0.76, -0.36, 0.61], [1.00, 0.54, -0.57], [3.07, 1.59, -0.27], [0.18, -0.51, -0.37], [3.04, -1.03, 0.37], [1.00, -2.02, 1.20], [1.63, -2.95, -0.25], [-3.35, -0.71, -0.58], [-3.70, 0.94, -0.68], [-2.39, 0.44, -1.73], [-2.50, 0.89, 1.36], [-1.51, 1.74, 0.15], [-0.37, -0.08, 1.57], [-1.27, -1.25, 0.79], [2.70, 2.49, -0.02], [4.07, 1.58, -0.30], [-0.05, -0.84, -1.26]], "lowdin_charge": [-0.567, -0.251, -0.100, -0.196, -0.250, 0.078, 0.124, -0.029, 0.991, -0.004, 0.091, 0.098, 0.047, 0.073, 0.126, 0.126, 0.135, 0.119, 0.120, 0.114, 0.156]}


{"formula": "C3H9NS", "method": "ωB97M-V/def2-TZVPD", "s_squared": 0.7504, "multiplicity": 2, "gap_ev": [2.167, 8.390], "energy_ev": -15579.87802, "charge": -1, "e_above_lowest_kcal_mol": 50.0, "largest_force_ev_per_a": 4.87, "species": ["C", "C", "C", "S", "N", "H", "H", "H", "H", "H", "H", "H", "H", "H"], "xyz": [[-0.54, -0.21, -1.53], [0.24, 0.20, -0.30], [-0.69, 0.22, 1.06], [0.54, 0.33, 2.45], [1.31, -0.73, -0.08], [-1.36, 0.62, -1.52], [-0.15, -0.12, -2.51], [-1.17, -1.08, -1.49], [0.76, 1.15, -0.32], [-1.23, -0.76, 1.16], [-1.48, 0.98, 1.00], [0.49, 1.71, 2.63], [2.13, -0.58, -0.61], [1.14, -1.71, 0.05]], "lowdin_charge": [-0.322, -0.575, -0.560, 0.406, -0.070, 0.040, 0.001, 0.019, 0.100, 0.038, 0.011, -0.173, 0.033, 0.052]}


{"formula": "C14H17F16N2O3", "method": "ωB97M-V/def2-TZVPD", "gap_ev": 8.525, "energy_ev": -67386.91745, "charge": 1, "largest_force_ev_per_a": 3.31, "species": ["N", "C", "C", "C", "C", "N", "O", "H", "H", "H", "H", "H", "H", "H", "H", "H", "C", "C", "C", "F", "F", "F", "F", "O", "C", "C", "F", "F", "F", "F", "H", "H", "H", "H", "C", "C", "C", "F", "F", "F", "F", "O", "C", "C", "F", "F", "F", "F", "H", "H", "H", "H"], "xyz": [[-3.70, -1.76, -1.92], [-4.93, -2.06, -1.16], [-5.89, -0.87, -1.61], [-7.24, -1.69, -1.64], [-6.88, -3.18, -1.97], [-5.62, -3.29, -1.64], [-4.94, -4.45, -1.74], [-2.87, -1.88, -1.33], [-3.67, -2.38, -2.73], [-4.76, -2.09, -0.05], [-5.56, -0.51, -2.61], [-5.90, -0.02, -0.90], [-7.49, -1.76, -0.55], [-8.11, -1.24, -2.15], [-7.51, -3.99, -2.37], [-5.48, -5.11, -2.21], [0.98, -1.60, 3.16], [1.73, -1.43, 1.82], [1.43, -0.17, 1.00], [0.14, -0.10, 0.60], [2.18, -0.16, -0.13], [1.53, -2.54, 1.07], [3.05, -1.40, 2.12], [-0.17, -2.47, 3.19], [-1.43, -1.97, 2.88], [-2.04, -2.67, 1.66], [-1.29, -2.48, 0.56], [-3.27, -2.16, 1.38], [-1.41, -0.64, 2.75], [-2.21, -2.23, 3.95], [1.69, -2.10, 3.82], [0.78, -0.65, 3.65], [1.66, 0.73, 1.56], [-2.13, -3.74, 1.83], [4.44, 2.22, -0.61], [4.00, 2.97, 0.67], [3.17, 4.24, 0.49], [3.82, 5.20, -0.16], [2.84, 4.75, 1.71], [5.09, 3.22, 1.43], [3.24, 2.09, 1.39], [5.78, 2.43, -1.09], [6.06, 3.49, -1.96], [7.06, 4.47, -1.36], [6.59, 5.03, -0.23], [7.31, 5.48, -2.23], [4.92, 4.08, -2.36], [6.60, 2.93, -3.06], [4.43, 1.16, -0.34], [3.71, 2.31, -1.42], [2.23, 4.02, -0.04], [8.00, 3.97, -1.12]], "lowdin_charge": [0.091, -0.260, -0.072, -0.097, 0.113, -0.094, 0.116, 0.073, 0.095, 0.160, 0.126, 0.133, 0.139, 0.127, 0.170, 0.146, -0.023, -0.434, -0.303, 0.091, 0.091, 0.129, 0.118, 0.040, -0.536, -0.258, 0.098, 0.064, 0.156, 0.156, 0.152, 0.147, 0.153, 0.180, -0.039, -0.422, -0.311, 0.110, 0.094, 0.143, 0.075, 0.038, -0.526, -0.287, 0.103, 0.105, 0.150, 0.151, 0.139, 0.144, 0.172, 0.177]}


{"formula": "C19H33Cl6NO8", "method": "ωB97M-V/def2-TZVPD", "gap_ev": 9.102, "energy_ev": -113240.04220, "smiles": "C[N+](=O)[O-].O=C1CCCO1.O=C1CCCO1.O=C1CCCO1.ClCCCl.ClCCCl.ClCCCl", "largest_force_ev_per_a": 4.62, "species": ["C", "N", "O", "O", "H", "H", "H", "O", "C", "C", "C", "C", "O", "H", "H", "H", "H", "H", "H", "O", "C", "C", "C", "C", "O", "H", "H", "H", "H", "H", "H", "O", "C", "C", "C", "C", "O", "H", "H", "H", "H", "H", "H", "Cl", "C", "C", "Cl", "H", "H", "H", "H", "Cl", "C", "C", "Cl", "H", "H", "H", "H", "Cl", "C", "C", "Cl", "H", "H", "H", "H"], "xyz": [[9.65, 6.53, 14.50], [10.73, 7.03, 13.67], [11.62, 7.69, 14.26], [10.76, 6.77, 12.46], [8.76, 6.65, 13.88], [9.41, 7.19, 15.34], [9.75, 5.48, 14.76], [12.54, 10.99, 16.21], [11.90, 11.90, 16.66], [10.91, 11.92, 17.88], [10.11, 13.13, 17.59], [11.09, 13.98, 16.78], [11.85, 13.08, 16.01], [10.26, 11.05, 17.88], [11.48, 11.95, 18.81], [9.19, 12.83, 17.08], [9.95, 13.68, 18.52], [10.67, 14.68, 16.05], [11.72, 14.56, 17.46], [9.39, 11.05, 6.27], [9.49, 10.26, 7.23], [10.78, 9.90, 7.92], [10.31, 8.83, 8.91], [8.81, 9.15, 9.16], [8.46, 9.77, 7.91], [11.54, 9.58, 7.21], [11.12, 10.77, 8.48], [10.35, 7.85, 8.43], [10.78, 8.96, 9.88], [8.23, 8.25, 9.35], [8.67, 9.79, 10.03], [13.32, 10.10, 9.38], [14.14, 10.90, 9.90], [15.52, 11.23, 9.53], [16.07, 11.99, 10.72], [14.83, 12.66, 11.24], [13.81, 11.70, 10.96], [15.81, 10.20, 9.34], [15.50, 11.81, 8.61], [16.50, 11.29, 11.44], [16.76, 12.73, 10.31], [14.99, 12.81, 12.31], [14.54, 13.65, 10.90], [6.05, 14.22, 13.23], [7.19, 12.95, 13.66], [6.55, 11.85, 14.54], [6.25, 12.39, 16.14], [8.07, 13.35, 14.18], [7.65, 12.54, 12.76], [7.11, 10.92, 14.63], [5.59, 11.53, 14.15], [14.28, 14.21, 8.29], [13.04, 15.45, 8.14], [11.88, 15.28, 9.16], [12.33, 15.49, 10.84], [12.66, 15.34, 7.13], [13.53, 16.43, 8.22], [11.46, 14.28, 9.17], [11.09, 16.03, 9.02], [10.52, 12.34, 11.09], [10.90, 11.76, 12.73], [10.73, 10.30, 12.96], [9.10, 9.75, 12.72], [10.42, 12.44, 13.44], [11.94, 12.03, 12.88], [10.99, 10.11, 14.00], [11.39, 9.72, 12.32]], "lowdin_charge": [0.011, -0.414, 0.030, 0.043, 0.090, 0.101, 0.109, 0.114, -0.454, -0.080, -0.168, -0.165, 0.017, 0.125, 0.129, 0.094, 0.121, 0.129, 0.127, 0.056, -0.467, -0.100, -0.138, -0.138, 0.025, 0.130, 0.093, 0.120, 0.092, 0.121, 0.058, 0.061, -0.429, -0.114, -0.140, -0.201, -0.013, 0.138, 0.097, 0.128, 0.121, 0.127, 0.051, 0.577, -0.689, -0.721, 0.592, 0.053, 0.044, 0.036, 0.064, 0.644, -0.621, -0.650, 0.563, 0.070, 0.069, 0.027, 0.070, 0.607, -0.641, -0.656, 0.661, 0.059, 0.069, 0.061, 0.077]}


Repeat the second record exactly.
{"formula": "C4H9ClO2", "method": "ωB97M-V/def2-TZVPD", "gap_ev": 10.671, "energy_ev": -20909.53508, "e_above_lowest_kcal_mol": 38.0, "smiles": "COC(C)(Cl)OC", "largest_force_ev_per_a": 4.23, "species": ["C", "O", "C", "C", "Cl", "O", "C", "H", "H", "H", "H", "H", "H", "H", "H", "H"], "xyz": [[1.09, 0.43, 1.26], [-0.15, 1.00, 0.86], [-0.92, 0.31, -0.15], [-0.85, 1.30, -1.36], [-2.60, 0.19, 0.40], [-0.42, -0.87, -0.57], [-0.88, -2.10, 0.16], [1.17, 0.21, 2.35], [1.79, 1.28, 0.94], [1.17, -0.31, 0.40], [-1.42, 0.86, -2.17], [-1.21, 2.29, -0.97], [0.10, 1.24, -1.70], [-0.84, -1.90, 1.22], [-0.18, -2.92, -0.10], [-1.93, -2.30, -0.23]], "lowdin_charge": [-0.081, -0.209, -0.972, -0.026, 0.732, -0.198, -0.052, 0.096, 0.106, 0.106, 0.080, 0.111, 0.042, 0.075, 0.102, 0.088]}